Computed, not measured: C4H8O2 in the gas phase, with ωB97M-V/def2-TZVPD.

## Properties
**ΔE to the lowest compared entry with this formula, charge and spin**: 96.2 kcal per mole
**Charge**: 0
**LUMO level**: 0.84 eV
**Largest force on an atom**: 0.54 eV/Å

Bonds (Å) are listed after each position.
Element x y z (Å)
1 O -0.5115 -0.2690 0.5860  C4 1.359, C5 1.435
2 O -1.8382 1.3255 -0.5969  C4 1.471, C6 1.300
3 C 1.7827 -0.8000 0.9011  C5 1.513, H7 1.094, H8 1.095, H12 1.094
4 C -1.6229 -0.0651 -0.1694  O1 1.359, O2 1.471, H10 1.092, H14 1.098
5 C 0.7009 -0.5506 -0.1273  O1 1.435, C3 1.513, H9 1.092, H13 1.101
6 C -0.7804 2.0370 -0.8489  O2 1.300, H11 1.118
7 H 1.8714 0.0660 1.5638  C3 1.094
8 H 2.7451 -0.9526 0.4020  C3 1.095
9 H 0.9441 0.3070 -0.7586  C5 1.092
10 H -2.5038 -0.2733 0.4406  C4 1.092
11 H -1.2315 3.0173 -1.1403  C6 1.118
12 H 1.5572 -1.6810 1.5094  C3 1.094
13 H 0.5401 -1.4366 -0.7608  C5 1.101
14 H -1.6360 -0.6569 -1.0943  C4 1.098

Here are the Löwdin charges for atoms 1 to 4, given in e: -0.116, -0.118, -0.073, -0.231